Molecular formula: C40H50BaBrN3O6
Method: DFT, wB97M-V/def2-TZVPD

The geometry in XYZ format:
```
101
Properties=species:S:1:pos:R:3:lowdin_charge:R:1
Ba 10.5754 10.7995 10.5474 1.768
C 13.5505 11.2126 12.0683 -0.157
C 14.1342 11.3874 10.7929 -0.171
C 14.5041 10.0405 10.3593 -0.167
C 14.2512 9.1742 11.4292 -0.075
C 13.6469 9.8737 12.5027 -0.252
C 13.4013 9.3643 13.9161 -0.551
C 11.8978 9.4172 14.2945 -0.050
C 14.1984 10.2236 14.9005 -0.069
C 13.8748 7.9065 14.0366 -0.085
C 15.0947 9.5081 9.0612 -0.525
C 16.4322 10.1607 8.6627 -0.056
C 15.3212 8.0064 9.2518 -0.099
C 14.0056 9.6363 7.9673 -0.039
C 14.4888 12.7882 10.2914 -0.510
C 14.2649 13.1088 8.7915 -0.083
C 15.9576 13.0747 10.6659 -0.065
C 13.6279 13.8119 11.0874 -0.076
H 13.1003 11.9805 12.6576 0.075
H 14.5450 8.1549 11.4719 0.061
H 11.5046 10.4067 14.1070 0.057
H 11.7532 9.2528 15.3785 0.075
H 11.2882 8.6921 13.7438 0.064
H 13.9584 11.3043 14.8220 0.086
H 15.2579 10.1160 14.7220 0.073
H 14.0242 9.9346 15.9402 0.064
H 13.3284 7.2145 13.3898 0.073
H 13.6873 7.4833 15.0357 0.070
H 14.9551 7.7919 13.8026 0.086
H 17.1868 9.9878 9.4025 0.069
H 16.3742 11.2349 8.4164 0.058
H 16.7781 9.6894 7.7418 0.065
H 16.0088 7.8043 10.0864 0.079
H 15.7976 7.5579 8.3741 0.072
H 14.4092 7.4415 9.4587 0.084
H 13.7378 10.6884 7.7651 0.071
H 13.1036 9.0992 8.2234 0.062
H 14.3390 9.1585 7.0318 0.075
H 14.7591 12.4367 8.1069 0.038
H 14.6481 14.1233 8.5869 0.074
H 13.1560 13.0917 8.5678 -0.005
H 16.6884 12.4410 10.1414 0.060
H 16.1151 12.9600 11.7184 0.068
H 16.2275 14.0914 10.3893 0.062
H 12.5962 13.6520 10.8527 0.030
H 13.9131 14.8060 10.6888 0.082
H 13.8053 13.7504 12.1661 0.071
O 7.6276 6.9723 5.8456 0.070
C 6.7505 7.9169 5.9748 -0.562
O 5.7423 7.9931 5.2918 0.038
C 7.0990 8.8672 7.0953 -0.028
C 6.3051 9.9122 7.5621 -0.035
N 7.0483 10.6661 8.4292 0.008
N 8.3014 10.1320 8.6164 0.047
C 8.3411 8.9900 7.9384 -0.127
C 9.5402 8.1310 8.0571 -0.562
O 9.5612 7.0464 7.3949 0.001
O 10.5033 8.4841 8.8247 -0.167
H 8.4694 6.8929 6.5218 0.062
H 5.2860 10.1375 7.2537 0.124
H 6.7993 11.5834 8.8372 0.163
C 7.3997 6.6997 13.4619 -0.077
C 6.9212 8.0204 13.4454 -0.072
C 7.5999 8.9739 12.6743 -0.135
N 8.7350 8.6815 11.9821 0.019
C 9.2104 7.4335 12.0196 -0.140
C 8.5855 6.4134 12.7623 -0.056
H 6.8624 5.9497 13.9915 0.084
H 6.0018 8.2999 13.9692 0.096
H 7.2728 9.9981 12.5704 0.048
H 10.0855 7.2151 11.4053 0.113
H 8.9723 5.4125 12.7232 0.090
Br 6.6002 11.9015 14.5778 0.784
C 7.2512 13.5925 13.9912 -0.603
C 6.8040 14.6864 14.7167 -0.158
C 7.0212 16.0041 14.2487 -0.104
C 7.6239 16.1861 13.0095 -0.095
C 8.0751 15.0709 12.3001 -0.012
C 8.0861 13.7976 12.8820 -0.154
C 8.9103 12.7010 12.2403 -0.637
O 9.9387 12.2278 12.8890 -0.166
O 8.5661 12.2413 11.0766 -0.304
H 6.2538 14.5428 15.6525 0.088
H 6.6580 16.8637 14.8406 0.099
H 7.7052 17.2063 12.6187 0.102
H 8.4774 15.2152 11.2935 0.125
C 10.4116 16.4146 7.9562 -0.062
C 10.6236 15.1348 7.0685 -0.641
C 11.7660 15.4051 6.0905 -0.067
C 9.3493 14.5711 6.4033 -0.062
C 11.0170 14.1042 7.9785 -0.267
C 11.2921 13.1223 8.7793 -0.133
H 10.1824 17.3187 7.3817 0.061
H 11.3238 16.6473 8.5295 0.080
H 9.6000 16.3124 8.6652 0.058
H 11.4959 16.1479 5.3586 0.061
H 12.0469 14.5072 5.5683 0.076
H 12.6479 15.7441 6.6275 0.077
H 8.9113 15.2433 5.6785 0.059
H 8.6035 14.4008 7.1873 0.078
H 9.5498 13.6517 5.8822 0.075
```

## Properties
- multiplicity = 1
- orbital gap (eV) = 4.61
- energy above the lowest of the compared OMol25 structures with the same formula, charge and spin (kJ/mol) = 0.0
- net charge = -2
- energy (hartree) = -4769.5248
- HOMO energy (eV) = -1.102

=====

Molecular formula: C40H50Cl10N6
Method: DFT, wB97M-V/def2-TZVPD

The geometry in XYZ format:
```
106
Properties=species:S:1:pos:R:3:lowdin_charge:R:1
Cl -5.1725 12.3011 -16.3142 0.566
C -3.5843 11.5257 -15.9793 -0.632
C -2.7990 12.2183 -14.8951 -0.646
Cl -2.3230 13.8637 -15.4251 0.540
H -3.0036 11.6055 -16.8986 0.064
H -3.7933 10.4657 -15.8549 0.054
H -1.8987 11.6300 -14.7264 0.067
H -3.3637 12.3399 -13.9773 0.048
Cl -9.9444 6.0801 -18.3314 0.545
C -11.0198 4.6455 -18.3616 -0.632
C -11.9600 4.4572 -17.1455 -0.651
Cl -11.0796 4.2682 -15.6300 0.548
H -10.3299 3.7965 -18.3058 0.047
H -11.5439 4.6200 -19.3099 0.069
H -12.5617 3.5672 -17.3101 0.070
H -12.6534 5.2984 -17.0741 0.072
Cl -11.6496 9.0066 -11.2630 0.542
C -10.1967 8.2489 -11.9628 -0.677
C -10.5340 7.5294 -13.2072 -0.666
Cl -11.5475 6.1228 -12.8200 0.531
H -9.7743 7.6055 -11.2031 0.067
H -9.5450 9.0842 -12.1859 0.068
H -9.6347 7.1811 -13.6963 0.056
H -11.1117 8.1976 -13.8357 0.072
Cl -8.2394 -1.6897 -12.2584 0.574
C -8.3200 -0.3614 -13.4163 -0.717
C -7.8355 0.9257 -12.8863 -0.680
Cl -7.6890 2.1139 -14.1776 0.616
H -9.3550 -0.2758 -13.7556 0.074
H -7.8022 -0.6635 -14.3250 0.066
H -6.8511 0.7932 -12.4381 0.066
H -8.4559 1.3161 -12.0871 0.081
Cl -3.2831 1.5031 -17.2657 0.551
C -4.7644 2.1062 -18.0750 -0.666
C -5.7435 2.6263 -17.0886 -0.674
Cl -6.9533 3.6117 -17.9449 0.603
H -5.1499 1.3008 -18.6862 0.074
H -4.4045 2.8946 -18.7265 0.026
H -5.3348 3.2439 -16.2972 0.058
H -6.2233 1.7805 -16.6042 0.038
N -4.3170 2.9327 -11.7683 0.058
C -3.3193 2.1401 -11.4629 -0.160
C -2.0252 2.3147 -11.9666 -0.064
C -1.8188 3.3087 -12.9075 -0.074
C -2.8757 4.1289 -13.2556 -0.061
C -4.0607 3.9467 -12.5657 -0.168
H -3.4723 1.3184 -10.7660 0.105
H -1.2309 1.6389 -11.6759 0.101
H -0.8542 3.4162 -13.3962 0.110
H -2.7480 5.0241 -13.8536 0.091
H -4.8957 4.6244 -12.7053 0.079
N -8.9008 12.0583 -15.2932 0.062
C -8.6493 11.8472 -16.5483 -0.201
C -8.4523 12.8514 -17.4680 -0.097
C -8.7565 14.1344 -17.0827 -0.081
C -9.0829 14.3558 -15.7543 -0.068
C -9.1413 13.2791 -14.9096 -0.173
H -8.4598 10.7954 -16.7496 0.093
H -8.4097 12.6929 -18.5421 0.108
H -8.6702 14.9739 -17.7598 0.108
H -9.0875 15.3890 -15.4209 0.106
H -9.2904 13.4046 -13.8435 0.108
N -5.4805 12.4479 -10.1980 0.056
C -5.7213 13.1450 -11.2830 -0.161
C -5.9385 12.5499 -12.5098 -0.078
C -5.8433 11.1746 -12.6015 -0.089
C -5.6699 10.4449 -11.4727 -0.082
C -5.5314 11.1328 -10.2900 -0.163
H -5.6077 14.2200 -11.1687 0.106
H -6.0431 13.1040 -13.4371 0.085
H -5.8692 10.7548 -13.6017 0.074
H -5.6739 9.3661 -11.4437 0.088
H -5.1958 10.6359 -9.3849 0.103
N -1.7424 9.5102 -12.7288 0.078
C -1.6447 9.7973 -11.4474 -0.158
C -2.4385 9.2451 -10.4780 -0.081
C -3.2147 8.1674 -10.8341 -0.080
C -3.2793 7.8387 -12.1635 -0.103
C -2.5593 8.5270 -13.0561 -0.161
H -1.0224 10.6368 -11.1307 0.111
H -2.2928 9.4797 -9.4308 0.109
H -3.9195 7.7446 -10.1259 0.117
H -3.8659 6.9776 -12.4544 0.067
H -2.6750 8.4001 -14.1264 0.093
N -5.9462 8.1984 -14.1871 0.077
C -6.1342 6.9343 -13.9037 -0.182
C -6.9036 6.0458 -14.6339 -0.048
C -7.4410 6.5032 -15.8390 -0.118
C -7.2731 7.8285 -16.1547 -0.070
C -6.4794 8.6291 -15.3148 -0.149
H -5.6099 6.6664 -12.9903 0.074
H -7.0814 5.0298 -14.3044 0.074
H -7.9180 5.7725 -16.4769 0.020
H -7.5815 8.2195 -17.1209 0.103
H -6.2571 9.6175 -15.7438 0.078
N -2.2589 6.5471 -16.4137 0.066
C -1.6280 5.8617 -17.3711 -0.143
C -2.2759 5.2405 -18.4138 -0.083
C -3.6149 5.4246 -18.5515 -0.104
C -4.3011 6.1367 -17.5850 -0.066
C -3.5798 6.6624 -16.5333 -0.149
H -0.5415 5.8654 -17.3124 0.108
H -1.7314 4.5981 -19.0934 0.110
H -4.1397 5.0671 -19.4292 0.109
H -5.3537 6.3175 -17.7398 0.083
H -4.0664 7.2365 -15.7479 0.078
```

## Properties
- multiplicity = 1
- orbital gap (eV) = 9.72
- energy above the lowest of the compared OMol25 structures with the same formula, charge and spin (kJ/mol) = 0.0
- structure (SMILES) = c1ccncc1.c1ccncc1.c1ccncc1.c1ccncc1.c1ccncc1.c1ccncc1.ClCCCl.ClCCCl.ClCCCl.ClCCCl.ClCCCl
- energy (hartree) = -6484.6109
- HOMO energy (eV) = -9.381

=====

Molecular formula: C40H50Cl2N6O10S2SiV
Method: DFT, wB97M-V/def2-TZVPD

The geometry in XYZ format:
```
112
Properties=species:S:1:pos:R:3:mulliken_spin:R:1
V 0.6852 -0.4885 -0.5064 1.155
C -3.9084 1.5560 0.5661 0.000
C -2.7650 2.5629 0.6966 0.000
C -3.0825 3.6013 1.7700 0.000
C -2.5204 3.2338 -0.6412 0.000
O -1.5165 1.8948 1.0144 0.012
Si -1.0779 1.0317 2.3275 0.008
S 0.5276 -0.2644 1.7532 -0.049
O -0.6173 1.9917 3.5710 -0.001
C 0.5040 2.8367 3.8594 0.000
C 0.0377 3.7836 4.9485 0.000
C 1.6635 1.9818 4.3591 0.003
C 0.9031 3.6083 2.6084 0.002
O -2.3269 0.1500 2.8757 0.011
C -2.6578 -0.4614 4.1360 0.000
C -3.3044 0.5973 5.0223 0.000
C -3.6420 -1.5685 3.8054 0.000
C -1.4093 -1.0361 4.7975 -0.002
H -4.7646 2.0255 0.0752 0.000
H -4.2187 1.1789 1.5405 0.000
H -3.5757 0.7023 -0.0321 0.001
H -4.0205 4.1090 1.5318 0.000
H -2.2858 4.3483 1.8287 0.000
H -3.1814 3.1229 2.7502 0.000
H -3.4131 3.7784 -0.9599 0.000
H -2.2776 2.4808 -1.3965 0.000
H -1.6852 3.9359 -0.5666 0.000
H -0.2788 3.2161 5.8278 0.000
H -0.8102 4.3769 4.5936 0.000
H 0.8470 4.4594 5.2394 0.000
H 1.3754 1.4599 5.2773 0.000
H 2.5343 2.6117 4.5718 0.000
H 1.9331 1.2381 3.6058 -0.001
H 0.0786 4.2408 2.2687 0.000
H 1.1495 2.9058 1.8094 0.001
H 1.7747 4.2408 2.8067 0.000
H -4.2104 0.9818 4.5447 0.000
H -2.6088 1.4273 5.1715 0.000
H -3.5722 0.1755 5.9964 0.000
H -4.4968 -1.1609 3.2599 0.000
H -4.0001 -2.0466 4.7214 0.000
H -3.1603 -2.3221 3.1755 0.000
H -0.7108 -0.2349 5.0621 0.001
H -0.9033 -1.7224 4.1114 0.001
H -1.6828 -1.5798 5.7054 0.000
C 2.9494 -6.4023 -5.2214 0.000
C 2.1172 -5.7482 -4.1473 0.000
C 1.5321 -4.4989 -4.3514 0.000
C 0.7626 -3.8977 -3.3666 0.002
C 0.5780 -4.5614 -2.1584 0.001
C 1.1471 -5.8070 -1.9311 -0.001
C 1.9145 -6.3911 -2.9270 0.000
S -0.3734 -3.7784 -0.8948 -0.004
O -1.5858 -3.3051 -1.4877 0.000
O -0.4421 -4.6821 0.2151 -0.001
N 0.5132 -2.4638 -0.4935 -0.020
C 1.8250 -2.6343 -0.0860 -0.004
C 2.4956 -3.7610 0.4008 -0.017
C 3.8296 -3.6209 0.7125 0.012
C 4.4757 -2.3947 0.5442 -0.005
C 3.7384 -1.3233 0.1104 0.018
N 2.4402 -1.4463 -0.1887 -0.021
H 2.8956 -5.8473 -6.1588 0.000
H 2.6098 -7.4237 -5.4076 0.000
H 3.9993 -6.4575 -4.9196 0.000
H 1.6757 -3.9918 -5.3005 0.000
H 0.3008 -2.9276 -3.5241 -0.002
H 0.9680 -6.3123 -0.9896 0.000
H 2.3627 -7.3654 -2.7562 0.000
H 1.9568 -4.6816 0.5576 0.001
H 4.3794 -4.4713 1.1002 0.001
H 5.5268 -2.2748 0.7714 0.000
H 4.1605 -0.3367 -0.0085 0.002
Cl 0.0412 2.4666 -3.1253 -0.001
C 1.3019 3.0475 -2.1017 -0.011
C 1.7857 4.3488 -2.3024 0.002
C 2.7866 4.8295 -1.5251 -0.004
Cl 3.3261 6.4643 -1.7649 -0.001
C 3.3850 4.0270 -0.5255 0.000
C 4.4395 4.4549 0.3105 -0.001
C 4.9515 3.6008 1.2374 0.001
C 4.4239 2.2946 1.3213 0.000
N 3.4454 1.8598 0.5703 -0.002
C 2.9032 2.7119 -0.3395 -0.001
C 1.8106 2.2452 -1.1170 -0.005
O 1.2707 1.0129 -0.8520 -0.082
H 1.3516 4.9638 -3.0793 0.000
H 4.8259 5.4595 0.2056 0.000
H 5.7571 3.9056 1.8944 0.000
H 4.8275 1.5848 2.0405 0.001
N 3.5369 0.7670 -3.5341 0.000
N 2.8798 -0.4211 -3.0880 0.003
H 3.7104 0.7550 -4.5290 0.000
H 4.4283 0.8264 -3.0663 0.000
H 3.2715 -1.2471 -3.5198 0.001
H 1.9086 -0.3667 -3.3573 0.002
O -0.1976 -0.8041 -2.8014 0.002
C -1.2481 -0.7063 -2.1364 0.018
O -1.1986 -0.4683 -0.8641 -0.024
C -2.5875 -0.7429 -2.7859 -0.003
C -2.7034 -0.4020 -4.1251 0.001
C -3.9492 -0.4067 -4.7411 0.000
C -5.0764 -0.7600 -4.0185 0.000
C -4.9295 -1.1065 -2.6879 0.000
C -3.7083 -1.1069 -2.0541 -0.001
N -6.1342 -1.4960 -1.9147 0.000
O -6.0306 -1.5650 -0.7053 0.000
O -7.1571 -1.7178 -2.5389 0.000
H -1.8107 -0.1334 -4.6778 0.001
H -4.0419 -0.1382 -5.7867 0.000
H -6.0594 -0.7673 -4.4667 0.000
H -3.6174 -1.4234 -1.0250 0.000
```

## Properties
- multiplicity = 2
- orbital gap (alpha / beta) (eV) = 7.37 / 7.75
- energy above the lowest of the compared OMol25 structures with the same formula, charge and spin (kJ/mol) = 96.4
- <S²> = 0.762
- energy (hartree) = -5585.6534
- HOMO energy (alpha / beta) (eV) = -8.270 / -8.352

=====

Molecular formula: C40H50N10
Method: DFT, wB97M-V/def2-TZVPD

The geometry in XYZ format:
```
100
Properties=species:S:1:pos:R:3:lowdin_charge:R:1
N 10.9810 10.4870 22.6140 -0.022
C 11.4970 10.9440 23.9260 -0.077
C 11.1450 9.9250 24.9100 -0.098
C 10.1540 8.9720 24.2760 -0.076
C 10.2160 9.2940 22.7950 -0.109
H 11.0040 11.1020 21.7440 0.160
H 12.0710 11.6660 24.1420 -0.022
H 11.6400 9.9670 25.9070 0.075
H 9.6590 8.0230 24.6880 0.090
H 9.8610 8.7740 21.9600 0.061
N 12.6990 15.8710 23.6860 -0.042
C 11.6970 15.2410 24.4800 -0.077
C 12.4670 14.1550 25.2900 -0.135
C 13.8160 14.1960 24.8840 -0.112
C 13.9970 15.3890 23.9610 -0.072
H 12.5270 16.7580 23.0640 0.193
H 10.6730 15.5210 24.6340 0.080
H 12.0270 13.3830 26.1270 0.147
H 14.5410 13.6880 25.2570 -0.012
H 14.7870 15.9660 23.5390 0.085
N 19.1290 14.5470 28.3700 -0.015
C 18.8060 13.9770 27.1480 -0.089
C 17.4540 14.6730 26.6520 -0.063
C 16.9780 15.4600 27.8710 -0.132
C 18.1060 15.5120 28.7360 -0.138
H 19.9210 14.2600 28.8940 0.020
H 19.6290 13.3750 26.6570 0.112
H 17.0830 14.4000 25.5400 0.089
H 15.9550 15.9120 27.6970 0.074
H 18.2050 15.9490 29.7710 0.100
N 16.2410 12.2670 28.6590 -0.029
C 17.0910 11.1570 28.8500 -0.052
C 16.2070 9.9520 28.5300 -0.101
C 14.9850 10.4200 27.9010 -0.090
C 14.9790 12.0360 28.1440 -0.075
H 16.5730 13.1900 28.7230 0.066
H 18.0120 11.3300 29.4250 0.061
H 16.4710 8.9250 28.4870 0.049
H 14.1100 9.9270 27.4270 0.070
H 14.2700 12.8660 27.8910 0.088
N 17.3100 11.1180 25.2940 -0.026
C 18.1240 10.0470 25.2690 -0.158
C 18.9160 10.0050 23.9610 -0.047
C 18.4920 11.3420 23.2610 -0.017
C 17.4260 11.9730 24.1820 -0.085
H 16.5620 11.2460 26.0340 0.128
H 18.3740 9.2100 25.9450 0.097
H 19.7250 9.3120 23.6030 0.072
H 18.9030 11.7150 22.5030 -0.038
H 16.7260 12.7080 24.0740 0.030
N 13.6310 8.6620 33.1580 -0.038
C 14.0680 9.4790 32.2990 -0.110
C 13.1430 9.3660 31.1080 -0.051
C 12.0230 8.4020 31.5160 -0.006
C 12.4430 7.9580 32.9470 -0.030
H 14.0230 8.4050 34.0300 0.152
H 14.8200 10.0050 32.3670 0.032
H 13.1850 9.6580 29.8970 0.135
H 11.1950 8.2280 31.1490 -0.023
H 12.0300 7.2700 33.5810 0.064
N 14.3720 6.5410 30.8110 -0.049
C 14.8500 5.4050 31.4240 -0.109
C 15.7360 4.6630 30.3550 -0.084
C 15.9010 5.5850 29.1700 -0.077
C 14.8900 6.6430 29.5360 -0.171
H 13.8640 7.5170 31.1800 0.124
H 14.6740 5.0430 32.3740 0.042
H 16.1120 3.6450 30.3100 0.050
H 16.5460 5.2800 28.3140 0.076
H 14.7080 7.6420 29.0410 0.075
N 13.6450 16.7760 27.0840 -0.084
C 13.4440 16.3020 28.4240 -0.088
C 13.8070 17.5220 29.2980 -0.106
C 14.2610 18.5550 28.4290 -0.102
C 14.1320 18.1260 26.9040 -0.058
H 13.0730 15.9980 26.4810 0.138
H 13.1230 15.3140 28.5450 0.058
H 13.8530 17.5320 30.3540 0.047
H 14.4380 19.6200 28.6070 0.066
H 14.3650 18.5750 25.8810 0.095
N 14.9180 15.7680 32.4890 -0.076
C 15.0360 15.2000 31.2200 -0.129
C 14.1290 13.9660 31.1450 -0.034
C 13.3760 14.0000 32.4920 -0.065
C 13.9250 15.1690 33.3000 -0.133
H 15.5300 16.6160 32.7260 0.172
H 15.5450 15.5590 30.3530 0.053
H 13.9980 13.3360 30.3500 0.001
H 12.6550 13.3040 32.8640 0.047
H 13.5080 15.9120 34.1880 0.142
N 21.0880 14.3070 30.5920 -0.040
C 20.1910 13.3880 31.2110 -0.094
C 20.2550 12.1080 30.4590 -0.076
C 21.3690 12.3250 29.3950 -0.035
C 21.7790 13.7900 29.4820 -0.111
H 21.1690 15.1910 30.7290 0.050
H 19.5910 13.9080 32.0780 0.141
H 19.7490 11.1220 30.8570 0.115
H 21.9910 11.7670 28.8350 0.024
H 22.5490 14.3080 28.7810 0.143
```

## Properties
- multiplicity = 1
- orbital gap (eV) = 7.52
- energy above the lowest of the compared OMol25 structures with the same formula, charge and spin (kJ/mol) = 2293.6
- structure (SMILES) = c1cc[nH]c1.c1cc[nH]c1.c1cc[nH]c1.c1cc[nH]c1.c1cc[nH]c1.c1cc[nH]c1.c1cc[nH]c1.c1cc[nH]c1.c1cc[nH]c1.c1cc[nH]c1
- energy (hartree) = -2100.8292
- HOMO energy (eV) = -7.068